1.
8
Properties=species:S:1:pos:R:3:forces:R:3 method="wB97M-V/def2-TZVPD" homo_energy_ev=-9.86 lumo_ev=0.05 relative_energy_ev=0.000 charge=0 orbital_gap_ev=9.91 smiles=ClC(Cl)(Cl)CI
Cl 1.290 1.403 -1.088 -0.629 -0.465 0.175
C -0.104 0.403 -0.594 -0.974 1.155 -0.386
Cl -1.552 1.553 -0.139 1.513 -0.953 -0.149
Cl -0.759 -0.565 -1.934 0.436 0.127 -0.283
C 0.197 -0.563 0.505 -1.136 -1.595 0.763
I 0.653 0.323 2.397 -0.135 -0.203 -0.319
H -0.704 -1.246 0.537 0.687 1.100 0.650
H 0.980 -1.309 0.316 0.238 0.834 -0.452

2.
10
Properties=species:S:1:pos:R:3:forces:R:3 method="wB97M-V/def2-TZVPD" homo_energy_ev="-12.54 / -12.54" lumo_ev="-6.69 / -6.70" relative_energy_ev=0.333 charge=+1 orbital_gap_ev="5.85 / 5.85"
C -0.857 -0.704 -0.007 -1.298 -1.744 0.438
C -4.661 0.254 0.059 -0.093 -0.206 -0.159
N -1.632 -1.560 0.173 1.856 2.209 -0.471
N 0.212 0.022 -0.090 1.169 0.951 -0.263
O -2.618 -2.241 0.278 -1.035 -1.850 0.341
Cl -4.826 -1.375 0.038 -0.309 1.644 -0.052
Cl -4.651 1.110 1.511 -0.036 -0.477 -0.647
Cl -4.457 1.124 -1.380 -0.157 -0.527 0.755
H 0.767 0.012 -0.938 -0.089 0.069 0.232
H 0.578 0.491 0.727 -0.007 -0.069 -0.173